Below is C5H14N2O in the gas phase, with properties calculated with ωB97M-V with the def2-TZVPD basis set.

Geometry as XYZ:
```
22
Properties=species:S:1:pos:R:3:forces:R:3:lowdin_charge:R:1
C 0.945 -0.566 1.632 -1.5583 -1.6478 1.7985 -0.0353
C -0.112 0.542 1.246 3.7395 2.1987 -1.2623 -0.4681
O -0.918 0.840 2.292 -1.8887 -0.4494 2.2474 -0.0515
C -0.944 0.417 -0.053 2.1680 -0.4219 0.0895 -0.3765
C -2.068 -0.554 0.248 0.7885 0.3778 2.3078 -0.0451
N -0.120 0.087 -1.219 -0.5141 -3.3658 -1.1504 -0.0742
C 1.059 0.776 -1.715 1.2695 -0.4243 2.1133 -0.2945
N 2.019 -0.169 -2.394 -0.3903 0.1367 4.0324 0.0072
H 0.431 -1.259 2.429 0.4199 0.9128 -1.5460 0.0968
H 1.301 -1.265 0.862 -0.1422 0.5867 -0.0982 0.0576
H 1.791 -0.274 2.281 -0.2813 0.6721 -0.8312 0.0713
H 0.452 1.559 1.156 -0.4066 -1.7821 -0.1878 0.1558
H -1.435 0.039 2.506 0.2810 0.6072 0.1052 0.0910
H -1.263 1.412 -0.305 -0.9819 0.5731 0.5667 0.1336
H -2.745 -0.059 1.028 0.8827 -0.8620 -1.1230 0.1053
H -1.624 -1.527 0.689 -0.9988 1.3053 -1.1056 0.1221
H -2.612 -0.597 -0.637 -1.2664 -1.0811 -1.4633 0.0499
H -0.259 -0.843 -1.723 0.0494 1.9094 1.3408 0.1388
H 0.738 1.561 -2.351 0.1812 0.7277 -1.1974 0.0841
H 1.589 1.332 -0.822 -0.7079 -1.2621 -1.5559 0.1325
H 1.996 -1.077 -1.841 0.1706 1.5994 -0.9706 0.0856
H 1.778 -0.374 -3.308 -0.8135 -0.3104 -2.1100 0.0134
```
Positions in Å, forces in eV/Å.

Calculated values
HOMO energy (Ha): -0.29743
ΔE to the lowest compared entry with this formula, charge and spin (kJ/mol): 311.7
Calculated total energy (eV): -10437.7973
Multiplicity: 1
Molecular weight (g mol⁻¹): 118.18
Net charge: 0